No. 1
DFT (wB97M-V/def2-TZVPD) results for a cluster of 2 separate species, C5H10O in total in a non-equilibrium geometry.

ORCA input file:
```
! wB97M-V def2-TZVPD RIJCOSX def2/J DEFGRID3
* xyz 0 1
C 0.6923 0.1377 -1.3319
C -0.1302 -0.2910 -0.1157
C 0.0960 -1.7712 0.2026
C 0.2038 0.5665 1.1108
C -1.5370 2.8281 0.3433
O -2.2354 2.0390 -0.0816
H 0.4906 -0.5041 -2.1983
H 1.7662 0.0788 -1.1106
H 0.4640 1.1708 -1.6207
H -1.1942 -0.1653 -0.3646
H -0.5245 -2.0990 1.0448
H -0.1435 -2.4062 -0.6585
H 1.1444 -1.9531 0.4719
H -0.4605 0.3250 1.9506
H 1.2372 0.3995 1.4307
H 0.1308 1.6445 0.9272
*
```

Results
E_LUMO (eV): 1.14
Gap between HOMO and LUMO (eV): 12.509
Relative energy (zero: lowest compared OMol25 entry of this formula, charge and spin) (kcal per mole): 9.8
HOMO energy (eV): -11.370

=====

No. 2
DFT (wB97M-V/def2-TZVPD) results for a structure of composition H34O17Ti in a non-equilibrium geometry.

ORCA input file:
```
! wB97M-V def2-TZVPD RIJCOSX def2/J DEFGRID3
* xyz 1 4
Ti -0.0395 -0.1969 -0.1896
O 0.0123 -3.6832 2.7397
H 0.1887 -3.6983 1.7990
H -0.2596 -4.5772 2.9472
O -0.1049 2.8573 2.3541
H 0.1792 1.9572 2.1949
H 0.6977 3.3758 2.2972
O 0.1681 -2.5547 -0.1027
H 0.8441 -2.7712 -0.7448
H -0.6203 -2.9888 -0.4285
O -0.5594 -2.4668 -4.0643
H -1.3574 -1.9447 -3.9813
H -0.2816 -2.3380 -4.9711
O 1.9918 3.1853 -3.3602
H 2.0378 3.1934 -4.3163
H 2.7118 2.6153 -3.0901
O -2.3936 -0.5609 0.1762
H -2.7728 -1.4324 0.2904
H -2.9846 0.0223 0.6525
O 1.4784 -0.7680 -2.0248
H 2.1737 -0.1187 -2.1309
H 1.4517 -1.2302 -2.8626
O 1.4646 -1.7526 3.8872
H 0.7920 -2.3486 3.5576
H 2.2303 -2.3094 4.0282
O -3.4344 1.7065 2.2015
H -3.7693 2.4426 1.6893
H -4.1473 1.4877 2.8016
O -2.1702 -3.4242 -1.4019
H -2.7910 -3.3113 -2.1217
H -2.7149 -3.6532 -0.6489
O 3.9886 1.6638 -1.9124
H 3.9010 2.5258 -1.5055
H 4.8901 1.4012 -1.7265
O 0.3650 1.9832 -1.1655
H 0.8580 2.6544 -0.6936
H 0.3352 2.2981 -2.0690
O 0.9792 0.3886 1.8611
H 0.7726 0.0648 2.7379
H 1.9279 0.5160 1.8697
O 1.6972 4.3593 0.2217
H 0.9849 4.9627 0.0103
H 2.2442 4.8416 0.8418
O -4.0382 -3.0351 0.6743
H -3.8660 -3.3850 1.5485
H -4.9922 -3.0422 0.5967
O -2.9609 1.8121 -2.0507
H -2.7297 1.0225 -1.5617
H -3.9172 1.8417 -2.0205
O 3.7054 0.7202 2.0343
H 4.0586 0.1118 2.6834
H 3.7748 1.5802 2.4487
*
```

Results
E_LUMO (alpha / beta) (eV): -2.33 / -2.45
Gap between HOMO and LUMO (alpha / beta) (eV): 3.947 / 10.173
Relative energy (zero: lowest compared OMol25 entry of this formula, charge and spin) (kcal per mole): 0.0
⟨S²⟩: 3.75
HOMO energy (alpha / beta) (eV): -6.272 / -12.622

=====

No. 3
DFT (wB97M-V/def2-TZVPD) results for a cluster of 9 separate species, C22H62O9 in total in a non-equilibrium geometry.

ORCA input file:
```
! wB97M-V def2-TZVPD RIJCOSX def2/J DEFGRID3
* xyz 0 1
C 1.2683 0.6391 -4.2597
C -0.0805 1.1157 -3.8047
C -0.0739 1.9247 -2.4998
O -0.6614 1.8568 -4.8621
H 1.1375 -0.0012 -5.1565
H 1.8059 0.0583 -3.5361
H 1.8826 1.4715 -4.5780
H -0.7433 0.3095 -3.5650
H -1.0712 2.2882 -2.2720
H 0.5287 2.8306 -2.6139
H 0.3578 1.4390 -1.6285
H -1.5435 2.1450 -4.5830
C 6.3044 -0.8323 1.3413
C 4.9970 -1.2363 1.9444
C 3.8518 -0.6205 1.1312
O 4.9335 -2.6567 1.9603
H 7.2067 -1.0821 1.9187
H 6.2950 0.2507 1.2401
H 6.3341 -1.3010 0.3530
H 4.9454 -0.8189 2.9333
H 2.9359 -1.1550 1.2639
H 4.1292 -0.6577 0.0534
H 3.7130 0.4291 1.4385
H 5.7484 -2.9661 2.3825
C 1.0830 -4.1415 -3.6718
C 2.3093 -3.2554 -3.7625
C 2.5998 -2.6537 -2.4072
O 3.4824 -4.0006 -4.1278
H 0.1736 -3.5746 -3.5315
H 1.0322 -4.7841 -2.7743
H 1.0016 -4.8273 -4.5210
H 2.1384 -2.4622 -4.5219
H 1.6519 -2.3837 -1.9749
H 3.2295 -1.7597 -2.4950
H 3.0654 -3.3822 -1.7291
H 3.2972 -4.5927 -4.8612
C -3.7944 3.1686 1.7536
C -3.7035 1.7037 1.3574
C -5.0522 1.1997 0.8387
O -2.7101 1.6055 0.2405
H -2.7999 3.6550 1.8132
H -4.2593 3.1815 2.7489
H -4.4646 3.7371 1.0940
H -3.2314 1.0756 2.1207
H -5.3346 1.5928 -0.1277
H -5.8628 1.4460 1.5415
H -5.0774 0.1052 0.7281
H -3.1762 1.5132 -0.6039
C -3.1826 -1.8167 2.8319
C -2.0642 -2.7680 2.9848
O -2.3177 -3.9658 2.2642
H -4.1604 -2.2326 3.1765
H -3.2957 -1.5155 1.7926
H -3.0211 -0.9106 3.3667
H -1.9206 -3.0871 4.0241
H -1.1215 -2.3087 2.6685
H -1.5082 -4.4637 2.2340
C 0.3985 -0.9010 0.1788
C 0.2089 0.0576 1.3260
O -0.0220 1.3493 0.8589
H -0.4350 -0.6895 -0.5007
H 0.3767 -1.9629 0.4930
H 1.2916 -0.6765 -0.4237
H 1.0739 0.0670 2.0141
H -0.6225 -0.2378 1.9684
H -0.9241 1.4337 0.5404
C -0.9526 2.4994 3.7377
C -0.2670 1.2973 4.4307
O -1.1799 0.2223 4.5534
H -0.2546 3.2686 3.4239
H -1.7447 2.8658 4.3517
H -1.3804 2.1606 2.8079
H 0.0847 1.5848 5.4218
H 0.6148 1.0256 3.8463
H -1.2467 -0.0938 5.4626
C -3.7342 -0.3456 -2.5850
C -3.2680 -1.5295 -1.7567
O -2.0400 -2.0028 -2.2513
H -3.7584 -0.6502 -3.6399
H -3.0724 0.5195 -2.4476
H -4.7206 -0.0784 -2.2339
H -4.0760 -2.2698 -1.8209
H -3.2185 -1.3504 -0.6663
H -1.7615 -2.7652 -1.7284
C 1.5372 4.5399 -0.2622
C 2.5116 3.5068 0.1864
O 2.1233 3.0316 1.4764
H 1.7574 4.9210 -1.2557
H 1.5734 5.3540 0.4585
H 0.5288 4.0957 -0.2649
H 3.5173 3.8709 0.3455
H 2.6183 2.7090 -0.5144
H 1.2548 2.6449 1.3981
*
```

Results
Structure (SMILES): CC(C)O.CC(C)O.CC(C)O.CC(C)O.CCO.CCO.CCO.CCO.CCO
E_LUMO (eV): 0.49
Gap between HOMO and LUMO (eV): 10.203
Relative energy (zero: lowest compared OMol25 entry of this formula, charge and spin) (kcal per mole): 23.9
HOMO energy (eV): -9.710

=====

No. 4
DFT (wB97M-V/def2-TZVPD) results for an isolated molecule of C10H14O5Si in a non-equilibrium geometry.

ORCA input file:
```
! wB97M-V def2-TZVPD RIJCOSX def2/J DEFGRID3
* xyz 0 1
C -2.7071 0.1106 1.7085
O -1.5888 0.2920 2.4352
Si -0.1310 -0.0525 1.7158
C 0.5656 -1.3260 2.9059
O 0.9113 1.2507 1.7344
C 0.3672 2.5244 1.8013
O -0.3991 -0.7561 0.2324
C 0.4220 -0.5587 -0.8465
C 1.7689 -0.3820 -0.5408
C 2.6745 -0.1992 -1.5598
C 2.2324 -0.0700 -2.8938
C 0.9031 -0.2839 -3.1640
C -0.0500 -0.5138 -2.1579
C -1.4802 -0.8018 -2.4638
O -2.3374 -0.7003 -1.6130
O -1.6977 -1.1371 -3.8082
H -2.4524 0.2061 0.6138
H -3.1490 -0.8475 1.9367
H -3.3808 0.9168 1.9771
H 0.0846 -2.3056 2.9539
H 0.5934 -0.8651 3.9088
H 1.5859 -1.5569 2.5063
H 1.0287 3.1542 2.4034
H -0.6879 2.5794 2.1591
H 0.3031 2.9106 0.7783
H 1.9927 -0.2000 0.5098
H 3.7430 -0.0874 -1.4731
H 2.9811 0.0549 -3.6473
H 0.5759 -0.2053 -4.2489
H -2.6718 -1.1505 -3.8633
*
```

Results
Structure (SMILES): CO[Si](C)(OC)Oc1ccccc1C(=O)O
E_LUMO (eV): 0.40
Gap between HOMO and LUMO (eV): 9.626
HOMO energy (eV): -9.223

=====

No. 5
DFT (wB97M-V/def2-TZVPD) results for a cluster of 9 separate species, C46H117N7O16 in total in a non-equilibrium geometry.

ORCA input file:
```
! wB97M-V def2-TZVPD RIJCOSX def2/J DEFGRID3
* xyz 0 1
C -31.1009 -21.3654 -3.7028
O -29.8670 -21.5702 -3.0870
C -29.8460 -22.7480 -2.3659
C -28.3823 -23.0031 -1.9264
N -28.2273 -24.1861 -0.9856
C -28.8574 -23.9722 0.3340
C -28.2992 -25.1375 1.2933
O -26.8688 -25.0448 1.4737
C -26.4564 -24.0396 2.3312
H -31.0021 -20.6396 -4.5100
H -31.6963 -20.8400 -2.9561
H -31.7558 -22.1908 -3.9818
H -30.0455 -23.6085 -3.0045
H -30.5504 -22.8163 -1.5369
H -27.9634 -22.0841 -1.5166
H -27.8250 -23.2403 -2.8327
H -27.2471 -24.3999 -0.8688
H -29.9304 -24.1243 0.2165
H -28.7283 -22.9307 0.6287
H -28.5556 -26.1185 0.8935
H -28.7684 -24.9925 2.2664
H -25.3733 -24.0761 2.4480
H -26.8557 -24.1119 3.3428
H -26.7713 -23.0491 2.0027
C -11.6139 -22.2898 3.0227
O -12.6912 -22.4352 3.9322
C -13.8686 -21.7836 3.5065
C -14.9459 -21.8786 4.6429
N -16.2543 -21.3649 4.3780
C -17.1597 -22.1786 3.5793
C -18.6293 -21.7925 3.9432
O -18.8903 -22.2410 5.2623
C -20.1435 -21.8019 5.8062
H -11.3119 -21.2544 2.8653
H -11.8238 -22.7275 2.0468
H -10.7625 -22.8858 3.3512
H -14.2060 -22.3625 2.6467
H -13.7607 -20.7534 3.1670
H -14.5227 -21.2584 5.4331
H -15.0548 -22.8858 5.0453
H -16.6991 -21.3591 5.2847
H -17.1068 -23.2640 3.6646
H -16.8752 -21.9205 2.5592
H -19.3352 -22.3096 3.2933
H -18.8682 -20.7555 3.7071
H -21.0056 -22.1460 5.2348
H -20.3135 -20.7261 5.8496
H -20.3206 -22.1973 6.8064
C -27.4302 -20.2554 1.1857
O -28.4724 -19.9911 2.0733
C -27.9842 -19.0948 3.0996
C -29.1751 -18.8346 4.0961
N -30.3491 -18.3251 3.3571
C -31.6356 -18.3611 4.1572
C -31.6115 -17.4854 5.3911
O -30.9670 -18.0826 6.5128
C -31.6534 -19.1136 7.1569
H -26.6779 -20.9374 1.5819
H -27.0110 -19.3167 0.8234
H -27.9302 -20.7371 0.3454
H -27.5357 -18.1527 2.7844
H -27.1773 -19.5091 3.7041
H -28.7245 -18.1773 4.8398
H -29.4216 -19.8112 4.5128
H -30.5051 -18.9776 2.6022
H -31.9072 -19.3832 4.4210
H -32.3418 -17.8599 3.4953
H -32.5931 -17.2002 5.7695
H -31.0207 -16.5965 5.1700
H -30.9952 -19.5088 7.9307
H -31.9266 -19.9627 6.5304
H -32.5101 -18.6136 7.6088
C -24.4719 -25.4075 6.8022
O -23.2309 -24.9200 7.2990
C -22.5434 -25.9782 8.0007
C -21.1391 -25.6147 8.2866
N -20.5045 -26.4176 9.3654
C -20.0951 -27.7799 9.1054
C -19.1887 -27.8828 7.8906
O -18.7704 -29.2055 7.9607
C -17.7443 -29.5367 7.0502
H -24.1886 -26.2986 6.2421
H -24.9491 -24.6221 6.2161
H -25.2288 -25.7184 7.5223
H -22.4508 -26.8634 7.3715
H -23.0660 -26.1221 8.9464
H -21.2487 -24.5922 8.6479
H -20.4869 -25.5274 7.4176
H -19.7858 -25.8791 9.8275
H -20.9507 -28.4529 9.0496
H -19.5676 -28.1027 10.0030
H -18.3745 -27.1614 7.8213
H -19.6918 -27.7495 6.9328
H -17.3273 -30.5075 7.3182
H -16.8920 -28.8591 7.0996
H -18.0214 -29.5596 5.9962
C -20.2566 -20.6451 0.4982
O -21.0045 -19.9968 1.5586
C -20.3460 -18.7807 2.0328
C -21.1179 -18.2546 3.3324
N -22.4410 -17.8582 2.9495
C -23.0605 -16.9326 3.8890
C -24.5379 -16.7552 3.6905
O -25.3005 -17.8734 4.1326
C -25.2432 -18.2819 5.4824
H -20.2637 -20.0651 -0.4246
H -20.6394 -21.6600 0.3906
H -19.2372 -20.7345 0.8734
H -20.4175 -18.0801 1.2009
H -19.2809 -18.9649 2.1734
H -20.5638 -17.4524 3.8197
H -21.2253 -19.0407 4.0798
H -22.9851 -18.7089 2.9701
H -22.5374 -15.9766 3.9118
H -22.8783 -17.2764 4.9071
H -24.7902 -16.6251 2.6381
H -24.9331 -15.9011 4.2404
H -24.2488 -18.6550 5.7275
H -25.9737 -18.9770 5.8965
H -25.4431 -17.4357 6.1397
C -22.8631 -21.0517 8.4762
O -22.1312 -21.8481 9.3856
C -20.7825 -21.2949 9.5194
C -19.8424 -22.2147 10.3616
N -20.4076 -22.3448 11.6973
C -21.3430 -23.4638 11.8140
C -22.0015 -23.5098 13.1874
O -21.1072 -23.7527 14.3137
C -20.9829 -25.1889 14.5227
H -22.7204 -19.9904 8.6801
H -23.9240 -21.2999 8.5068
H -22.4777 -21.2769 7.4818
H -20.9039 -20.3613 10.0688
H -20.2758 -21.0449 8.5873
H -18.8744 -21.7544 10.5596
H -19.6505 -23.1502 9.8361
H -20.9166 -21.4736 11.7413
H -20.8800 -24.3919 11.4786
H -22.2027 -23.3194 11.1597
H -22.9343 -24.0737 13.1895
H -22.3216 -22.5055 13.4650
H -20.6384 -25.7011 13.6243
H -21.9598 -25.5656 14.8259
H -20.3463 -25.4256 15.3752
C -24.9969 -20.2728 -2.6325
O -24.7559 -20.3863 -1.2490
C -23.6429 -19.7212 -0.6921
C -23.9204 -18.1924 -0.4825
N -22.6675 -17.5373 -0.0618
C -22.9820 -16.0773 0.1652
C -21.7434 -15.2752 0.5485
O -22.0933 -13.9174 0.8165
C -22.3638 -13.5836 2.1648
H -24.1630 -20.5665 -3.2699
H -25.2406 -19.2438 -2.8966
H -25.9599 -20.7410 -2.8364
H -22.6662 -20.0652 -1.0322
H -23.6059 -20.0089 0.3586
H -24.6829 -18.0491 0.2832
H -24.2473 -17.7382 -1.4179
H -22.3826 -17.8395 0.8589
H -23.8067 -15.9958 0.8733
H -23.4220 -15.6399 -0.7310
H -21.0205 -15.2214 -0.2655
H -21.2542 -15.6754 1.4365
H -23.3499 -13.9062 2.4990
H -22.4723 -12.5015 2.2387
H -21.5395 -13.7908 2.8472
C -21.3855 -25.2828 4.1811
C -22.3621 -25.4428 3.0134
O -22.3284 -26.8241 2.5819
H -20.3870 -25.5995 3.8798
H -21.7045 -26.0257 4.9121
H -21.2836 -24.2992 4.6398
H -22.1356 -24.6894 2.2590
H -23.3557 -25.2759 3.4296
H -21.4700 -27.0210 2.1998
C -24.1921 -22.1173 4.6472
C -23.6575 -21.4831 3.3821
O -22.3427 -22.0077 3.1561
H -23.5006 -22.4307 5.4293
H -24.6656 -23.0649 4.3903
H -24.9419 -21.4705 5.1027
H -23.5884 -20.4130 3.5778
H -24.3137 -21.6300 2.5242
H -21.9809 -21.4547 2.4598
*
```

Results
Structure (SMILES): COCCNCCOC.COCCNCCOC.COCCNCCOC.COCCNCCOC.COCCNCCOC.COCCNCCOC.COCCNCCOC.CCO.CCO
E_LUMO (eV): 0.36
Gap between HOMO and LUMO (eV): 9.015
Relative energy (zero: lowest compared OMol25 entry of this formula, charge and spin) (kcal per mole): 115.7
HOMO energy (eV): -8.659

=====

no.,molecular weight (g/mol),energy (eV)
1,86.134,-7394.3413
2,354.122,-58469.6781
3,470.729,-42245.2433
4,242.303,-28715.1170
5,1024.475,-92776.2578